Record 1
71
Properties=species:S:1:pos:R:3:mulliken_charge:R:1 method="wB97M-V/def2-TZVPD" homo_energy_ev=-1.18 orbital_gap_ev=4.56 charge=-2 energy_ev=-460697.94145 relative_energy_ev=1.871
Ca 0.1649 0.0276 0.1254 1.484
O 1.7929 3.6171 0.4871 -0.729
Cl 1.6660 2.3698 1.1913 1.860
O 2.4850 2.3714 2.3560 -0.724
O 2.0717 1.2787 0.3032 -0.716
O 0.2760 2.1403 1.5367 -0.607
O 0.3336 -0.2714 -2.0573 0.121
S 0.5548 -1.3224 -3.0818 0.050
C 0.5791 -0.3233 -4.6382 -1.090
C 0.7199 1.1669 -4.3268 -0.591
C -0.6403 1.8293 -4.0999 0.165
C -0.5434 3.2955 -3.6821 -1.108
S -0.4770 3.5124 -1.8361 0.168
O -0.4040 2.1511 -1.2680 0.184
C -2.1961 4.0168 -1.6541 -0.031
C -2.5286 5.3622 -1.6412 -0.333
C -3.8597 5.7297 -1.4948 -0.528
C -4.8373 4.7541 -1.3532 -0.591
C -4.4894 3.4091 -1.3547 -0.562
C -3.1620 3.0374 -1.5015 0.635
C 2.3069 -1.6941 -3.0348 0.732
C 2.7749 -2.7499 -3.8019 -0.343
C 4.1261 -3.0562 -3.7798 -0.628
C 4.9875 -2.3165 -2.9796 -0.470
C 4.4989 -1.2794 -2.1990 -0.634
C 3.1480 -0.9627 -2.2161 -0.243
H -0.3693 -0.5244 -5.1414 0.552
H 1.3880 -0.7083 -5.2579 0.554
H 1.2313 1.6587 -5.1607 0.566
H 1.3392 1.2979 -3.4364 0.086
H -1.1891 1.2660 -3.3404 -0.472
H -1.2169 1.7749 -5.0292 0.545
H -1.4056 3.8671 -4.0239 0.462
H 0.3592 3.7682 -4.0749 0.571
H -1.7528 6.1141 -1.7284 0.394
H -4.1309 6.7780 -1.4735 0.366
H -5.8731 5.0433 -1.2270 0.387
H -5.2470 2.6449 -1.2333 0.438
H -2.8560 2.0022 -1.4837 -0.216
H 2.0847 -3.3451 -4.3895 0.399
H 4.5008 -3.8885 -4.3624 0.363
H 6.0387 -2.5736 -2.9391 0.353
H 5.1617 -0.7307 -1.5427 0.436
H 2.7484 -0.1871 -1.5764 0.098
Br 3.2285 -5.8835 2.7660 -0.268
C 2.2226 -4.2812 2.5967 0.009
C 1.5531 -3.7510 3.6787 0.181
Br 1.6170 -4.6101 5.3719 -0.259
C 0.8265 -2.5568 3.5247 -0.068
Br -0.1270 -1.7838 4.9765 -0.225
C 0.7476 -1.8660 2.3144 0.388
O 0.1039 -0.7606 2.1596 -0.715
C 1.4491 -2.4358 1.1658 -0.940
O 1.3831 -1.8211 0.0337 -0.204
C 2.1621 -3.6183 1.3585 0.092
Br 3.0537 -4.2954 -0.1786 -0.161
Se -4.3731 -1.1933 -2.7288 0.164
N -5.4248 -0.7133 -1.3905 -0.855
C -4.6095 -0.3281 -0.4237 0.438
C -5.0275 0.1461 0.8517 -0.611
C -4.0671 0.5618 1.7103 -0.929
C -2.6874 0.4919 1.3337 -0.589
N -2.2543 0.0468 0.1925 0.975
C -3.1967 -0.3527 -0.7168 -0.542
N -2.8682 -0.7363 -1.9378 0.135
H -6.0816 0.1566 1.0964 0.435
H -4.3078 0.9284 2.6985 0.421
H -1.9340 0.7952 2.0551 0.447
S -1.5685 -3.4207 -0.3881 -0.116
C -3.1609 -3.6072 -0.7933 0.221
N -4.2962 -3.6891 -1.0704 -0.776

Record 2
58
Properties=species:S:1:pos:R:3:mulliken_charge:R:1 method="wB97M-V/def2-TZVPD" homo_energy_ev=-4.44 orbital_gap_ev=6.40 charge=-1 energy_ev=-128657.25254 relative_energy_ev=0.000
Cs 3.1431 0.5551 -0.1465 1.015
C -3.7133 1.0926 0.1413 -0.848
C -3.3570 1.9979 1.1143 0.001
C -2.2228 1.7931 1.8901 -0.471
C -1.4115 0.7310 1.6468 0.698
C -1.6566 -0.1282 0.5565 -0.455
C -2.8238 0.0606 -0.1699 -0.582
P 0.0046 0.3408 2.7446 -0.370
C -0.8826 0.2658 4.3907 -0.066
C -2.2567 0.0356 4.5638 0.199
C -2.7747 0.0493 5.8269 -0.730
C -1.9203 0.1740 6.8971 -0.439
C -0.5520 0.2649 6.7458 -0.652
C -0.0180 0.3558 5.4655 -0.232
C 0.4096 -1.4700 2.4765 -0.126
C 0.0845 -2.4905 3.3388 -0.123
C 0.5265 -3.7739 3.1223 -0.492
C 1.3846 -3.9726 2.0102 -0.343
C 1.7260 -2.9171 1.1918 -0.387
C 1.2486 -1.5861 1.3451 -0.164
H -4.5675 1.2450 -0.4936 0.374
H -4.0008 2.8536 1.3223 0.381
H -1.9908 2.5599 2.7067 0.210
H -0.8740 -0.8236 0.3045 0.498
H -3.0373 -0.5201 -1.0441 0.364
H -2.8970 -0.1541 3.6634 0.308
H -3.8119 -0.0174 5.9040 0.452
H -2.4354 0.0475 7.8355 0.334
H 0.0396 0.3307 7.6543 0.360
H 1.0329 0.4733 5.2537 0.373
H -0.5280 -2.3397 4.2644 0.109
H 0.2000 -4.5948 3.8264 0.292
H 1.7884 -4.9876 1.7926 0.263
H 2.5228 -3.0376 0.4592 0.251
Br 2.7563 -4.6011 -6.6465 -0.251
C 2.5825 -2.6216 -6.7357 0.173
C 2.4915 -1.9362 -7.9168 -0.145
N 2.3905 -0.6132 -7.9312 -0.634
C 2.4048 0.0330 -6.7723 -0.253
C 2.5761 -0.5845 -5.5587 0.224
C 2.6032 -1.9830 -5.5066 -0.461
C 2.5961 0.3167 -4.3816 0.453
O 2.9667 -0.1827 -3.2964 -0.649
O 2.1412 1.5003 -4.5907 -0.946
H 2.5304 -2.4469 -8.8392 0.424
H 2.3424 1.1059 -6.7507 0.487
H 2.8821 -2.4878 -4.6039 0.492
S 2.9828 3.8741 -1.4736 -0.256
C 1.3496 3.4165 -1.5844 -0.396
N 0.7924 2.7383 -2.6046 0.134
C -0.4725 2.2978 -2.6216 -0.088
C -1.2944 2.6076 -1.6003 -0.359
C -0.6845 3.4055 -0.5983 0.045
N 0.5437 3.7771 -0.5825 -0.531
H 1.4868 2.3971 -3.2707 0.252
H -0.7392 1.6501 -3.4255 0.458
H -2.3335 2.1822 -1.5952 0.379
H -1.2742 3.7420 0.2863 0.448

Record 3
69
Properties=species:S:1:pos:R:3:mulliken_charge:R:1 method="wB97M-V/def2-TZVPD" homo_energy_ev=-7.63 orbital_gap_ev=6.68 energy_ev=-74809.74488 relative_energy_ev=0.567
Hf -0.6236 -0.3763 -0.9308 1.886
O -0.9696 -2.2883 -4.8710 -0.750
C -1.0689 -1.5386 -3.9110 0.263
N -0.9694 -1.8124 -2.5996 -0.066
C -0.6231 -3.0931 -2.1468 -0.450
C -0.0004 -4.1008 -2.8887 -0.328
C 0.3181 -5.3136 -2.2943 -0.735
C 0.0422 -5.5358 -0.9568 -0.669
C -0.5406 -4.5352 -0.1920 -0.626
C -0.8661 -3.3144 -0.7691 0.584
N -1.3854 -2.2042 -0.0834 0.407
C -2.1431 -2.3279 1.0227 0.559
O -2.5219 -3.3430 1.5820 -0.712
C -2.5472 -0.9809 1.5656 0.416
C -2.9610 -0.9051 2.8855 -0.891
C -3.2635 0.3321 3.4213 -0.193
C -3.2041 1.4375 2.5855 -1.043
C -2.8275 1.2630 1.2682 -0.125
N -2.4723 0.0821 0.7534 -0.338
C -1.3868 -0.0843 -4.1589 0.407
C -1.5713 0.3293 -5.4712 -0.670
C -1.8764 1.6521 -5.7228 -0.377
C -2.0153 2.5089 -4.6400 -1.005
C -1.8256 2.0080 -3.3672 -0.273
N -1.4905 0.7395 -3.1096 -0.122
H 0.2072 -3.9312 -3.9325 0.462
H 0.7894 -6.0839 -2.8905 0.388
H 0.2803 -6.4891 -0.5038 0.396
H -0.7454 -4.6882 0.8559 0.493
H -3.0193 -1.8245 3.4495 0.478
H -3.5366 0.4309 4.4635 0.481
H -3.4433 2.4269 2.9501 0.432
H -2.7824 2.1101 0.5987 0.546
H -1.4798 -0.4112 -6.2518 0.490
H -2.0144 2.0106 -6.7342 0.449
H -2.2814 3.5478 -4.7734 0.425
H -1.9628 2.6558 -2.5117 0.560
N 2.7298 0.6242 -3.6759 -0.634
N 2.9915 1.7994 -2.9803 0.031
C 2.1590 2.4506 -2.1996 0.426
N 2.4776 3.7315 -1.9207 -0.377
N 1.0040 1.8524 -1.7629 0.067
N 0.1664 2.5275 -1.0257 0.757
O -0.8820 1.9048 -0.7064 -0.397
O 0.3270 3.6853 -0.6529 -0.875
H 2.1587 0.0112 -3.0706 0.288
H 3.6001 0.1363 -3.8460 0.335
H 3.8039 2.3019 -3.2930 0.193
H 3.3826 4.0948 -2.1603 0.172
H 1.9083 4.1974 -1.2336 0.226
O 3.1274 -2.4752 -2.2994 -0.635
S 1.9637 -2.3666 -1.4145 0.512
N 1.3221 -1.0054 -1.4657 -0.533
F 2.5112 2.9254 7.7082 -0.261
C 2.3625 1.6035 7.4719 0.866
F 1.4266 1.1672 8.3442 -0.254
F 3.5194 1.0106 7.8147 -0.283
C 1.9683 1.3320 6.0532 0.336
C 0.8542 1.9834 5.5361 -0.973
C 0.4449 1.7277 4.2414 -0.409
C 1.1410 0.8105 3.4475 0.027
C 2.2752 0.1861 3.9744 -0.653
C 2.6881 0.4415 5.2697 -0.583
C 0.7006 0.4841 2.1271 0.588
C 0.3578 0.1307 1.0131 -0.562
H 0.3204 2.6925 6.1560 0.375
H -0.4182 2.2347 3.8326 0.521
H 2.8238 -0.5087 3.3532 0.504
H 3.5658 -0.0436 5.6730 0.454

Record 4
60
Properties=species:S:1:pos:R:3:mulliken_charge:R:1 method="wB97M-V/def2-TZVPD" homo_energy_ev=-9.87 orbital_gap_ev=5.29 charge=+1 energy_ev=-73137.15478 relative_energy_ev=1.828
Al 1.1675 0.4513 0.2883 0.202
Cl 6.4077 4.2029 2.0249 -0.193
C 5.3106 2.8871 1.8641 0.092
C 4.1417 3.0711 1.1338 -0.766
C 3.2527 2.0246 0.9763 0.295
N 1.9964 2.1218 0.3310 0.277
C 1.1805 3.1837 0.6509 0.009
O 1.3554 4.3572 0.4491 -0.595
C 0.0256 2.6898 1.5182 0.615
C -0.7398 3.5766 2.2555 -0.888
C -1.5375 3.0816 3.2776 -0.329
C -1.5685 1.7126 3.5037 -0.857
C -0.8187 0.8843 2.6863 -0.137
N -0.0243 1.3627 1.7293 0.074
C 3.5296 0.7697 1.5699 -0.027
C 4.6948 0.5950 2.2938 -0.744
C 5.5865 1.6516 2.4421 0.032
Cl 7.0214 1.4061 3.3591 -0.191
N 2.6026 -0.2540 1.2634 0.142
C 3.0681 -1.4842 0.8741 0.036
O 3.7982 -2.2409 1.4621 -0.615
C 2.6812 -1.7241 -0.5820 0.602
C 3.2380 -2.7446 -1.3322 -0.880
C 3.1349 -2.6886 -2.7148 -0.295
C 2.4555 -1.6292 -3.3019 -0.818
C 1.8654 -0.6843 -2.4824 -0.154
N 1.9882 -0.7266 -1.1556 0.229
H 3.9274 4.0317 0.6866 0.570
H -0.6584 4.6311 2.0316 0.575
H -2.1079 3.7520 3.9059 0.466
H -2.1555 1.2903 4.3063 0.468
H -0.8337 -0.1928 2.8041 0.563
H 4.9105 -0.3633 2.7441 0.576
H 3.7693 -3.5337 -0.8186 0.559
H 3.5989 -3.4460 -3.3318 0.451
H 2.3866 -1.5314 -4.3755 0.458
H 1.2891 0.1423 -2.8808 0.546
C -5.8781 -3.2848 -1.9928 -1.567
C -4.7536 -2.3698 -1.6452 0.608
C -4.9439 -0.9877 -1.5819 -0.816
C -3.9170 -0.1217 -1.2863 0.739
C -4.2096 1.3539 -1.2280 -1.866
C -2.6123 -0.6539 -1.0335 0.425
C -1.5916 0.2665 -0.7567 0.081
O -0.3934 0.0108 -0.4750 -0.234
C -2.4115 -2.0718 -1.0822 1.032
C -1.0773 -2.7024 -0.8191 -0.965
C -3.4795 -2.8827 -1.3866 -1.011
H -6.8379 -2.7739 -1.9690 0.378
H -5.9098 -4.1395 -1.3167 0.386
H -5.7308 -3.6851 -2.9991 0.330
H -5.9321 -0.5862 -1.7687 0.345
H -5.2654 1.5327 -1.4124 0.380
H -3.6454 1.9012 -1.9856 0.391
H -3.9669 1.7721 -0.2501 0.421
H -1.8612 1.3243 -0.7929 0.442
H -0.3230 -2.3143 -1.5033 0.053
H -1.1385 -3.7811 -0.9416 0.452
H -0.7354 -2.4855 0.1943 0.226
H -3.3258 -3.9546 -1.4244 0.420